{
  "formula": "C4H3F3OS2",
  "method": "wB97M-V/def2-TZVPD",
  "symbols": ["C", "C", "F", "O", "C", "S", "S", "C", "F", "F", "H", "H", "H"],
  "coordinates": [[-0.29, 0.04, -0.13], [-0.24, -1.39, -0.62], [-1.36, -2.14, -0.30], [0.93, -2.14, -0.41], [1.21, -3.11, -1.33], [2.38, -4.17, -0.95], [0.29, -2.85, -2.81], [-0.21, -1.20, -2.31], [0.63, -0.14, -2.73], [-1.43, -0.83, -2.62], [-0.70, -0.01, 0.89], [-0.90, 0.72, -0.90], [0.66, 0.43, -0.24]],
  "lumo_energy_ha": -0.0129,
  "de_lowest_ev": 0.000,
  "orbital_gap_ev": 9.2,
  "e_homo_ev": -9.51,
  "smiles": "C[C@]1(F)OC(=S)SC1(F)F",
  "energy_ha": -1325.39568
}



{
  "formula": "C4H3FN2",
  "method": "wB97M-V/def2-TZVPD",
  "symbols": ["C", "C", "F", "C", "N", "H", "H", "C", "N", "H"],
  "coordinates": [[-1.14, 1.60, 1.00], [-0.14, 0.70, 0.81], [1.11, 1.16, 0.66], [-0.34, -0.67, 0.71], [-0.59, -1.74, 0.46], [-2.20, 1.28, 1.02], [-0.94, 2.67, 0.90], [1.38, -1.64, -1.84], [2.35, -2.09, -1.40], [0.51, -1.27, -2.32]],
  "lumo_energy_ha": -0.0025,
  "de_lowest_ev": 2.447,
  "orbital_gap_ev": 10.6,
  "e_homo_ev": -10.69,
  "smiles": "C=C(F)C#N.C#N",
  "energy_ha": -363.51602
}



{
  "formula": "C4H3FN2O3",
  "method": "wB97M-V/def2-TZVPD",
  "symbols": ["C", "C", "C", "C", "N", "N", "O", "O", "O", "F", "H", "H", "H"],
  "coordinates": [[-1.93, 0.43, -0.53], [-0.89, 1.34, -0.18], [-1.97, -0.59, 0.35], [-0.53, 0.82, 1.02], [2.43, 0.17, 0.36], [2.22, -0.76, -0.56], [2.10, -0.29, -1.65], [2.32, -1.92, -0.30], [-1.00, -0.29, 1.35], [2.77, -0.39, 1.54], [-2.44, 0.54, -1.48], [-0.43, 2.18, -0.56], [-2.66, -1.25, 0.64]],
  "lumo_energy_ha": [-0.0402, -0.1213],
  "de_lowest_ev": 10.859,
  "orbital_gap_ev": [8.1, 6.0],
  "e_homo_ev": [-9.16, -9.35],
  "energy_ha": -588.92088
}



{
  "formula": "C4H3FO",
  "method": "wB97M-V/def2-TZVPD",
  "symbols": ["C", "C", "C", "O", "C", "F", "H", "H", "H"],
  "coordinates": [[0.14, -0.76, 2.28], [-0.01, -0.21, 1.02], [-0.24, -0.42, -0.39], [-0.54, -1.54, -0.89], [0.03, 0.76, -1.20], [0.13, 0.55, -2.53], [0.48, -0.96, 3.24], [-0.98, 1.35, -0.83], [0.99, 1.23, -0.71]],
  "lumo_energy_ha": -0.0223,
  "de_lowest_ev": 3.537,
  "orbital_gap_ev": 9.7,
  "e_homo_ev": -10.33,
  "smiles": "C#CC(=O)CF",
  "energy_ha": -329.15594
}



{
  "formula": "C4H3FO6Tl",
  "method": "wB97M-V/def2-TZVPD",
  "symbols": ["C", "C", "O", "C", "O", "O", "O", "F", "H", "H", "O", "C", "O", "Tl", "H"],
  "coordinates": [[-0.69, 1.27, 0.37], [-0.83, 1.35, -1.13], [0.40, 1.47, -1.85], [1.28, 0.53, -1.93], [1.47, -0.43, -1.19], [2.11, 0.69, -2.91], [0.30, 0.91, 0.98], [-1.56, 2.03, 0.98], [-1.41, 2.24, -1.40], [-1.38, 0.46, -1.46], [-0.55, -3.60, 2.63], [-0.31, -2.48, 2.23], [0.83, -2.06, 1.82], [1.51, -0.68, 0.78], [-1.19, -1.69, 2.07]],
  "lumo_energy_ha": [-0.4534, -0.4755],
  "total_charge": 2,
  "s2": 0.755,
  "orbital_gap_ev": [5.8, 5.2],
  "multiplicity": 2,
  "e_homo_ev": [-18.13, -18.09],
  "energy_ha": -877.05141
}



{
  "formula": "C4H3GdO",
  "method": "wB97M-V/def2-TZVPD",
  "symbols": ["C", "C", "C", "C", "H", "H", "H", "O", "Gd"],
  "coordinates": [[-2.18, 0.09, 0.09], [-0.89, -0.21, 0.09], [0.32, -0.67, 0.00], [1.59, -0.99, -0.24], [-2.92, -0.71, 0.13], [-2.54, 1.11, -0.05], [3.01, -0.55, 0.42], [2.41, 0.14, -0.21], [1.22, 1.79, -0.23]],
  "lumo_energy_ha": [-0.3798, -0.4239],
  "de_lowest_ev": 3.249,
  "total_charge": 2,
  "s2": 16.605,
  "orbital_gap_ev": [7.8, 6.2],
  "multiplicity": 8,
  "e_homo_ev": [-18.13, -17.74],
  "energy_ha": -994.18675
}